No. 1
The following is a quantum chemistry calculation of a single C3H5NO2 molecule, from the Open Molecules 2025 dataset.

Each line ends with the Löwdin charge.
Element x y z (Å)
O -2.044 -0.057 -0.673  -0.16
C -0.832 -0.152 0.614  -0.31
N -0.205 1.105 0.528  0.11
C 0.874 0.913 -0.128  -0.05
C 1.199 -0.646 -0.322  -0.09
O -0.010 -1.158 0.262  -0.05
H -2.752 0.596 -0.309  0.08
H -1.309 -0.405 1.478  0.12
H 1.617 1.602 -0.478  0.11
H 1.477 -0.943 -1.361  0.13
H 1.986 -0.855 0.390  0.11

Calculated values
SMILES	O[C@@H]1N=CCO1
charge	0
orbital gap	10.791	eV
multiplicity	1
largest force on an atom	4.84	eV Å⁻¹
ΔE to the lowest compared entry with this formula, charge and spin	2.9767	eV
HOMO energy	-0.3710	Ha

No. 2
The following is a quantum chemistry calculation of a molecular structure, C48H53BF5N7O3S4Sr, from the Open Molecules 2025 dataset.

Each line ends with the Löwdin charge.
Element x y z (Å)
Sr -0.234 -0.254 -3.286  1.40
C -4.252 -2.098 1.541  -0.02
C -3.311 -1.161 2.224  -0.20
C -3.327 -0.828 3.550  0.08
C -2.399 0.107 4.089  -0.20
N -1.495 0.683 3.336  0.21
N -1.483 0.351 2.066  0.01
B -0.681 0.795 0.800  -0.81
N -0.706 2.326 0.696  0.00
N 0.343 2.744 1.419  0.15
C 0.661 3.996 1.484  -0.21
C -0.072 4.956 0.748  0.07
C -1.187 4.571 0.072  -0.26
C -2.021 5.550 -0.686  -0.08
C -1.589 3.188 0.107  -0.67
S -3.108 2.746 -0.452  0.67
C 1.859 4.313 2.371  -0.54
C 1.557 3.796 3.786  -0.04
C 2.145 5.812 2.425  -0.06
C 3.080 3.571 1.806  -0.04
N 0.747 0.238 0.837  0.01
N 0.925 -0.620 1.851  0.19
C 2.066 -1.204 2.030  -0.22
C 3.147 -0.962 1.141  0.05
C 2.986 -0.118 0.091  -0.25
C 4.076 0.149 -0.891  -0.05
C 1.706 0.522 -0.095  -0.65
S 1.431 1.538 -1.399  0.75
C 2.213 -2.091 3.258  -0.54
C 2.836 -3.440 2.881  -0.04
C 0.853 -2.333 3.919  -0.05
C 3.134 -1.359 4.248  -0.03
C -2.314 -0.511 1.473  -0.49
S -1.846 -0.495 -0.165  1.04
C -2.437 0.483 5.560  -0.55
C -1.321 1.472 5.898  -0.06
C -3.797 1.127 5.866  -0.04
C -2.257 -0.785 6.407  -0.04
H -4.937 -2.566 2.244  0.09
H -3.689 -2.870 1.012  0.09
H -4.823 -1.549 0.790  0.10
H -4.070 -1.277 4.197  0.13
H 0.236 5.992 0.732  0.12
H -1.606 6.553 -0.603  0.08
H -3.043 5.545 -0.310  0.07
H -2.068 5.261 -1.737  0.09
H 0.690 4.311 4.207  0.09
H 2.413 3.972 4.441  0.09
H 1.343 2.729 3.756  0.07
H 1.287 6.366 2.813  0.09
H 2.404 6.204 1.440  0.09
H 2.990 5.996 3.090  0.09
H 2.898 2.496 1.814  0.07
H 3.966 3.787 2.407  0.09
H 3.274 3.875 0.775  0.09
H 4.099 -1.457 1.292  0.12
H 4.982 -0.394 -0.622  0.09
H 4.289 1.218 -0.933  0.08
H 3.758 -0.148 -1.893  0.08
H 2.215 -3.969 2.157  0.07
H 2.925 -4.064 3.772  0.09
H 3.836 -3.321 2.460  0.08
H 0.180 -2.859 3.240  0.09
H 0.386 -1.386 4.188  0.06
H 0.984 -2.934 4.821  0.09
H 4.125 -1.199 3.819  0.08
H 3.249 -1.950 5.158  0.09
H 2.710 -0.389 4.514  0.09
H -1.414 2.386 5.311  0.08
H -0.342 1.040 5.688  0.08
H -1.370 1.729 6.957  0.09
H -3.956 2.004 5.236  0.09
H -3.835 1.444 6.909  0.09
H -4.619 0.430 5.695  0.08
H -1.326 -1.291 6.147  0.08
H -3.082 -1.487 6.267  0.08
H -2.218 -0.520 7.465  0.09
C 1.219 -3.565 -0.625  0.01
C 1.340 -2.497 -1.693  -0.38
O 0.524 -1.566 -1.667  -0.25
C 2.395 -2.604 -2.674  -0.12
C 3.555 -3.365 -2.397  -0.05
C 4.612 -3.410 -3.262  -0.10
C 4.539 -2.696 -4.474  -0.08
C 3.416 -1.994 -4.809  0.00
C 2.284 -1.930 -3.942  -0.38
O 1.208 -1.362 -4.330  -0.33
H 0.306 -3.387 -0.059  0.09
H 2.069 -3.520 0.056  0.06
H 1.186 -4.557 -1.076  0.10
H 3.621 -3.894 -1.454  0.10
H 5.496 -3.983 -3.016  0.09
H 5.386 -2.712 -5.150  0.10
H 3.341 -1.449 -5.741  0.12
O -2.582 0.074 -3.181  -0.24
H -3.017 0.341 -4.004  0.06
H -2.835 0.762 -2.533  0.01
S -1.335 -4.860 -5.351  1.08
C -0.701 -3.683 -4.239  -0.43
N -1.562 -2.952 -3.626  0.04
C -2.852 -3.296 -3.991  -0.31
C -4.023 -2.742 -3.473  -0.02
C -5.238 -3.212 -3.929  -0.08
C -5.308 -4.218 -4.898  -0.09
C -4.161 -4.786 -5.415  -0.09
C -2.935 -4.327 -4.946  -0.47
H 0.368 -3.605 -4.103  0.07
H -3.950 -1.961 -2.729  0.10
H -6.156 -2.793 -3.537  0.10
H -6.274 -4.563 -5.241  0.10
H -4.210 -5.564 -6.166  0.11
F -2.457 1.784 -5.495  0.01
C -1.145 1.977 -5.880  -0.25
C -0.133 1.472 -5.095  -0.10
C 1.129 1.712 -5.603  -0.27
F 2.223 1.283 -4.910  0.03
C 1.382 2.383 -6.788  -0.15
F 2.637 2.566 -7.240  0.09
C 0.319 2.869 -7.527  -0.15
F 0.534 3.520 -8.677  0.11
C -0.969 2.674 -7.062  -0.16
F -2.012 3.153 -7.765  0.09

Calculated values
charge	0
orbital gap	7.058	eV
multiplicity	1
largest force on an atom	2.96	eV Å⁻¹
ΔE to the lowest compared entry with this formula, charge and spin	1.9007	eV
HOMO energy	-0.2835	Ha

No. 3
The following is a quantum chemistry calculation of a molecular structure, C37H56BN8O4PRuS5, from the Open Molecules 2025 dataset.

Each line ends with the Mulliken spin population.
Element x y z (Å)
Ru -0.180 0.157 0.308  3.22
C -6.251 -1.753 1.855  0.00
C -4.796 -1.339 2.127  -0.02
C -4.166 -2.348 3.084  0.02
C -4.805 0.049 2.769  0.02
N -4.077 -1.351 0.841  0.00
C -4.738 -1.156 -0.353  0.00
C -3.963 -1.628 -1.349  0.01
N -2.799 -2.091 -0.799  0.01
B -1.909 -3.060 -1.598  0.03
N -1.311 -2.369 -2.833  0.02
C -0.897 -3.090 -3.915  0.00
C -0.416 -2.233 -4.840  0.00
N -0.529 -0.962 -4.331  0.01
C -1.067 -1.070 -3.084  0.02
S -1.465 0.212 -2.055  0.12
C -0.099 0.275 -4.990  0.00
C 1.032 0.895 -4.164  0.01
C -1.296 1.222 -5.110  0.01
C 0.410 -0.043 -6.398  0.00
N -0.789 -3.743 -0.793  -0.03
C -0.941 -5.005 -0.286  0.00
C 0.270 -5.469 0.083  0.00
N 1.195 -4.490 -0.186  0.01
C 0.515 -3.421 -0.692  0.04
S 1.186 -1.922 -1.093  0.06
C 2.650 -4.681 -0.193  0.00
C 2.996 -6.095 0.279  0.00
C 3.321 -3.663 0.729  0.00
C 3.131 -4.514 -1.639  0.00
C -2.843 -1.840 0.523  0.03
S -1.454 -1.966 1.493  0.08
H -6.734 -2.016 2.793  0.00
H -6.297 -2.612 1.188  0.00
H -6.810 -0.931 1.416  0.00
H -4.740 -2.381 4.006  0.00
H -3.152 -2.052 3.323  -0.01
H -4.140 -3.347 2.652  0.00
H -5.558 0.081 3.552  0.00
H -5.034 0.812 2.028  0.00
H -3.841 0.275 3.215  0.00
H -5.693 -0.681 -0.411  0.00
H -4.135 -1.671 -2.407  0.00
H -2.625 -3.936 -1.998  0.00
H -0.984 -4.157 -3.934  0.00
H -0.022 -2.448 -5.807  0.00
H 0.699 1.082 -3.146  0.00
H 1.351 1.835 -4.606  0.00
H 1.882 0.217 -4.126  0.00
H -1.668 1.484 -4.125  0.00
H -2.096 0.745 -5.673  0.00
H -0.999 2.130 -5.627  0.00
H 1.281 -0.693 -6.367  0.00
H 0.699 0.884 -6.886  0.00
H -0.371 -0.508 -6.997  0.00
H -1.899 -5.478 -0.232  0.00
H 0.526 -6.407 0.522  0.00
H 2.691 -6.251 1.311  0.00
H 4.074 -6.226 0.220  0.00
H 2.531 -6.844 -0.358  0.00
H 2.873 -3.696 1.721  0.00
H 3.208 -2.666 0.319  0.00
H 4.381 -3.884 0.819  0.00
H 2.661 -5.262 -2.276  0.00
H 4.209 -4.633 -1.691  0.00
H 2.868 -3.527 -2.009  0.00
O 6.699 2.421 -0.484  0.00
C 6.398 1.202 0.155  0.00
C 4.907 1.008 0.242  -0.01
C 4.359 -0.071 0.936  0.00
C 2.983 -0.199 0.980  -0.04
N 2.153 0.651 0.396  0.10
C 2.658 1.726 -0.221  0.03
C 4.036 1.914 -0.337  0.00
C 1.677 2.721 -0.664  0.00
C 2.021 4.051 -0.914  0.00
C 1.037 4.962 -1.262  0.00
C 1.384 6.388 -1.607  0.00
O 2.033 6.478 -2.859  0.00
C -0.276 4.505 -1.349  0.00
C -0.538 3.175 -1.070  0.00
N 0.406 2.306 -0.744  0.01
H 7.655 2.504 -0.569  0.00
H 6.818 1.187 1.176  0.00
H 6.832 0.356 -0.403  0.00
H 4.985 -0.791 1.440  0.00
H 2.509 -0.997 1.541  0.01
H 4.444 2.759 -0.867  0.00
H 3.043 4.378 -0.824  0.00
H 2.088 6.801 -0.881  0.00
H 0.478 7.013 -1.602  0.00
H 1.494 6.025 -3.517  0.00
H -1.075 5.175 -1.627  0.00
H -1.545 2.781 -1.117  0.00
C -2.609 4.549 4.645  0.00
C -1.908 3.793 3.529  0.01
O -1.805 2.434 3.920  0.00
P -1.193 1.346 2.889  -0.01
S 0.781 1.609 2.768  0.10
S -2.288 1.463 1.212  0.12
O -1.559 0.053 3.761  -0.01
C -0.576 -0.534 4.614  0.00
C -1.108 -1.853 5.135  0.00
H -2.920 5.528 4.294  0.00
H -1.957 4.661 5.508  0.00
H -3.487 3.985 4.947  0.00
H -0.907 4.196 3.337  0.00
H -2.490 3.852 2.601  0.00
H -0.364 0.158 5.435  0.00
H 0.345 -0.684 4.037  0.00
H -2.059 -1.697 5.638  0.00
H -0.391 -2.271 5.835  0.00
H -1.247 -2.542 4.306  0.00

Calculated values
charge	0
orbital gap (spin up / spin down)	6.221 / 6.744	eV
multiplicity	5
largest force on an atom	0.97	eV Å⁻¹
ΔE to the lowest compared entry with this formula, charge and spin	0.7791	eV
HOMO energy (spin up / spin down)	-0.2274 / -0.2533	Ha

No. 4
The following is a quantum chemistry calculation of 2 unconnected molecules or ions with the total composition C4H9I2NO, from the Open Molecules 2025 dataset.

Each line ends with the Löwdin charge.
Element x y z (Å)
C 0.593 -0.270 -1.696  -0.10
C 0.946 0.546 0.684  -0.05
C -1.261 -1.189 0.415  -0.75
C -0.029 0.320 -0.460  -0.52
N -0.973 1.393 -0.643  -0.53
O -2.150 -0.338 1.205  -0.25
I -0.634 -2.894 1.480  0.82
I -2.314 1.521 -2.101  0.86
H 0.916 -1.238 -1.353  0.07
H 1.491 0.251 -2.144  0.11
H -0.224 -0.602 -2.391  0.05
H 1.034 -0.331 1.194  0.01
H 1.843 0.862 0.210  0.07
H 0.649 1.371 1.296  0.08
H -1.815 -1.417 -0.502  0.03
H -1.510 1.487 0.201  0.00
H -1.926 -0.579 2.201  0.10

Calculated values
charge	0
orbital gap	7.979	eV
multiplicity	1
largest force on an atom	3.87	eV Å⁻¹
HOMO energy	-0.2870	Ha